19
Properties=species:S:1:pos:R:3:lowdin_charge:R:1 method="wB97M-V/def2-TZVPD" gap_ev="8.122 / 8.121" homo_energy_ha="-0.30623 / -0.30617" e_lumo_ev="-0.211 / -0.210" e_tot_ha=-527.61816 de_lowest_kj_mol=210.8 largest_force_ev_per_a=4.7
C -1.211 -2.623 0.143 -0.1974
C -2.426 -0.633 -0.507 -0.0202
C -0.218 -0.439 0.521 0.0030
C -2.565 0.754 -0.563 -0.0429
C -1.293 -1.217 0.028 -0.2472
C -0.281 0.913 0.493 -0.1723
N -1.149 -3.762 0.266 0.1667
N -1.635 1.574 -0.139 -0.1649
N 0.488 1.916 0.904 0.1466
N 3.971 -0.818 -0.218 0.0022
O -1.643 2.823 -0.146 -0.0733
H -3.231 -1.244 -0.883 0.1187
H 0.652 -0.930 0.935 0.1234
H -3.456 1.221 -0.959 0.1371
H 0.081 2.824 0.654 0.0987
H 1.469 1.814 1.085 0.1147
H 4.568 -1.563 -0.557 0.0058
H 4.560 -0.004 -0.093 0.0008
H 3.320 -0.606 -0.964 0.0004